Model P:
The following is a quantum chemistry calculation of a gas-phase ion, C4H10N3S (charge +1), from OMol25.

Results
E_LUMO = -5.16 eV
Orbital gap = 8.345 eV
SMILES = CN1C[C@@H](S)[N+](C)=N1
Charge = +1

Structure (XYZ):
```
18
C4H10N3S (ωB97M-V with the def2-TZVPD basis set)
C -2.49984 0.68260 0.67132
N -1.22690 0.22298 0.21927
C -0.42743 0.99143 -0.71497
C 0.93062 0.27407 -0.67727
S 2.09766 1.15716 0.51411
N 0.60662 -1.04279 -0.26047
C 1.51305 -1.99679 0.27893
N -0.77044 -0.86502 0.58034
H -3.12694 0.94922 -0.18256
H -2.98182 -0.10003 1.25636
H -2.37682 1.57205 1.29359
H -0.36703 2.04013 -0.41461
H -0.89265 0.93573 -1.70518
H 1.43025 0.24802 -1.64396
H 2.87057 1.70139 -0.41814
H 2.16140 -2.33459 -0.53142
H 0.93730 -2.84417 0.64419
H 2.12242 -1.59139 1.09050
```

Model Q:
The following is a quantum chemistry calculation of a gas-phase ion, C4H10N3S (charge +1), from OMol25.

Results
E_LUMO (spin up / spin down) = -5.60 / -4.94 eV
Orbital gap (spin up / spin down) = 6.403 / 8.078 eV
Charge = +1

Structure (XYZ):
```
18
C4H10N3S (ωB97M-V with the def2-TZVPD basis set)
C -0.25387 -0.70753 0.76605
C 0.97593 1.19354 1.43175
C 1.54203 1.41661 -0.01242
C -0.69575 -0.64212 -2.41327
N 0.17757 -0.06916 -1.55406
N -0.06007 0.27491 1.53468
N -1.29444 -1.53605 0.81461
S 0.35166 1.49913 -1.31637
H 1.77413 0.97918 1.97095
H 0.70680 2.12079 1.83726
H 2.15988 2.30765 -0.04631
H 2.30887 0.67380 -0.33416
H -1.73571 -0.73892 -1.93459
H -1.20695 -0.01015 -3.24146
H -0.34550 -1.64678 -2.77932
H -0.61861 0.33080 2.38048
H -1.18894 -2.46368 0.32746
H -1.89087 -1.62179 1.73960
```

How far above the most stable structure does each one sit? In hartree: model P 0.0000; model Q 0.0637.